Entry 1:
Molecular formula: C38H103N5O11
Method: DFT, wB97M-V/def2-TZVPD

The geometry in XYZ format:
```
157
C38H103N5O11 (wB97M-V/def2-TZVPD)
C -5.85534 1.74626 -0.75487
C -4.48225 1.13900 -0.97782
C -3.58772 1.40103 0.26708
O -4.67990 -0.24081 -1.20243
H -6.30717 1.30119 0.11031
H -6.47401 1.76864 -1.64220
H -5.70809 2.75943 -0.42701
H -4.00761 1.56377 -1.83645
H -2.56621 1.15159 0.09138
H -3.77926 0.67551 1.09345
H -3.81305 2.41835 0.52921
H -3.91370 -0.69623 -0.81853
C 2.94674 -4.33894 4.30369
C 1.90805 -3.18026 4.21647
C 1.67190 -2.66284 5.61937
O 2.34105 -2.15659 3.37631
H 2.48412 -5.26275 4.70667
H 3.60565 -4.10039 5.10439
H 3.43531 -4.61028 3.30439
H 0.93271 -3.53472 3.81866
H 2.59492 -2.32129 6.19571
H 1.25854 -3.50231 6.16192
H 0.97932 -1.85380 5.56192
H 1.81613 -1.35590 3.58977
C 1.77853 -0.20432 -0.02274
C 0.58667 -0.98331 -0.53360
C -0.03466 -1.72661 0.67553
O -0.47753 -0.21125 -1.09378
H 1.48859 0.67185 0.54648
H 2.45332 0.19808 -0.83929
H 2.37831 -0.92296 0.53483
H 0.91745 -1.66707 -1.29157
H 0.68136 -2.48834 1.09970
H -1.01534 -2.08968 0.48695
H -0.06494 -0.99503 1.53170
H -0.18502 0.60132 -1.49381
C 6.43096 5.30826 -0.21590
C 5.57115 4.00949 -0.42429
C 6.10175 2.87281 0.38218
O 4.22801 4.32343 -0.11708
H 7.46516 5.06843 -0.41822
H 6.21740 5.65901 0.78770
H 6.04612 6.17174 -0.81590
H 5.68605 3.78721 -1.48941
H 6.06246 3.14684 1.43494
H 7.17187 2.71019 0.26622
H 5.60777 1.93725 0.24277
H 4.11120 4.08921 0.80385
C -3.37307 3.04492 -4.51284
C -2.78944 2.13395 -5.59575
C -3.75065 1.69866 -6.71960
O -1.66111 2.74335 -6.12846
H -4.31824 2.60524 -4.12899
H -3.60908 4.06117 -4.93238
H -2.65983 3.14895 -3.67647
H -2.45039 1.21751 -5.16868
H -4.42236 2.47189 -7.07431
H -4.25440 0.85350 -6.25803
H -3.16563 1.41367 -7.60982
H -1.51150 2.57927 -7.06800
C -2.05820 -2.24475 4.29715
C -2.62220 -1.94828 2.90419
C -2.77079 -3.19360 2.03372
O -3.95209 -1.43853 2.98026
H -2.42572 -1.49726 5.00972
H -1.01874 -2.07806 4.19522
H -2.21496 -3.24225 4.68057
H -1.96571 -1.25024 2.38893
H -1.88061 -3.76313 1.87927
H -3.28166 -2.88726 1.08912
H -3.44309 -3.89118 2.44662
H -4.26057 -1.47567 2.03680
C -4.80369 5.54841 -0.05649
C -3.62022 6.48911 0.01074
C -2.32210 5.75428 0.26258
O -2.40303 5.19409 1.57083
C -1.20740 4.42115 1.77368
N -3.56454 7.22380 -1.23072
H -4.71370 4.72929 -0.76981
H -5.79545 6.04947 -0.22679
H -4.81313 4.93443 0.87686
H -3.79931 7.12544 0.84263
H -1.46748 6.47852 0.19958
H -2.22039 4.92289 -0.41586
H -1.11388 3.52302 1.11819
H -1.14367 4.06342 2.78720
H -0.33726 5.04823 1.57252
H -3.17600 8.13629 -1.30352
H -3.28997 6.71742 -2.09316
C -2.91894 -3.90665 -1.51630
C -2.23410 -3.75898 -2.84594
C -1.34344 -2.61083 -2.82043
O -0.92780 -2.39250 -4.17451
C 0.05725 -1.42366 -4.06999
N -1.52220 -4.99559 -3.29370
H -3.56892 -3.01769 -1.35888
H -2.23525 -4.05773 -0.62637
H -3.55199 -4.71416 -1.46534
H -2.97542 -3.62198 -3.61974
H -0.54008 -2.68163 -2.08519
H -1.97733 -1.74496 -2.61415
H 1.00493 -1.82548 -3.81255
H -0.21238 -0.67793 -3.32147
H 0.12800 -0.93434 -5.03825
H -0.90697 -5.25529 -2.47553
H -0.90745 -4.70543 -4.03903
C 1.17631 -5.89853 1.61644
C 1.81484 -6.88194 0.66652
C 1.24848 -6.77732 -0.72260
O -0.18634 -6.90249 -0.74729
C -0.56186 -8.28620 -0.80077
N 3.26929 -6.61529 0.59023
H 0.08673 -5.80777 1.48284
H 1.51900 -4.88036 1.43258
H 1.55363 -6.02148 2.64946
H 1.70774 -7.90213 0.98680
H 1.67529 -7.50806 -1.40086
H 1.50439 -5.80497 -1.07661
H 0.21274 -8.77642 -1.39787
H -1.55394 -8.37462 -1.29123
H -0.62825 -8.81991 0.17128
H 3.60921 -6.42202 1.52489
H 3.80045 -7.41432 0.25009
C 3.30799 1.63335 3.33045
C 2.38273 1.28450 4.51135
C 1.95984 2.44414 5.45242
O 1.06783 1.98448 6.48571
C 1.69094 1.08011 7.44725
N 1.16877 0.59229 4.02008
H 3.37481 0.77181 2.63319
H 4.33421 1.79262 3.73725
H 3.04532 2.53017 2.73305
H 3.05165 0.60236 5.07465
H 1.35145 3.17320 4.91455
H 2.89467 2.96154 5.79828
H 1.32267 0.05284 7.27196
H 1.44863 1.42213 8.44793
H 2.76195 1.02556 7.19089
H 0.80304 1.01316 3.12755
H 0.48488 0.66663 4.75561
C 3.49983 0.97069 -5.15916
C 2.11830 1.43060 -4.58370
C 2.32726 2.54235 -3.44538
O 1.34247 2.23747 -2.44110
C 1.57773 3.08236 -1.28209
N 1.14928 1.80990 -5.65130
H 4.28409 0.65054 -4.42939
H 4.03822 1.69361 -5.74756
H 3.43984 0.11529 -5.80501
H 1.73269 0.57806 -4.11195
H 2.11973 3.52042 -3.88259
H 3.31622 2.31973 -3.08955
H 1.44840 4.10262 -1.57273
H 2.55991 2.96696 -0.81462
H 0.76026 3.03503 -0.49791
H 1.59719 2.46541 -6.28423
H 0.26612 2.07146 -5.30575
```

Computed properties:
SMILES: COC[C@H](C)N.COC[C@H](C)N.COC[C@H](C)N.COC[C@H](C)N.COC[C@H](C)N.CC(C)O.CC(C)O.CC(C)O.CC(C)O.CC(C)O.CC(C)O
Energy relative to the best compared isomer or geometry (same formula, charge and spin), kcal per mole: 69.8

***

Entry 2:
Molecular formula: C38H105N9O11
Method: DFT, wB97M-V/def2-TZVPD

The geometry in XYZ format:
```
163
C38H105N9O11 (wB97M-V/def2-TZVPD)
C -2.54740 -1.63001 -2.47621
C -2.05500 -1.64831 -3.92962
C -1.29939 -2.86633 -4.36367
O 0.00961 -2.93829 -3.63924
C 0.64337 -4.21996 -3.78960
N -3.22448 -1.38029 -4.76511
H -3.41889 -0.98437 -2.36774
H -1.80923 -1.28249 -1.75341
H -2.78449 -2.65863 -2.20452
H -1.35975 -0.81331 -4.01627
H -1.02678 -2.78035 -5.41552
H -1.90557 -3.77193 -4.38708
H 0.82726 -4.50904 -4.82435
H 0.19753 -5.07647 -3.28393
H 1.57977 -4.00527 -3.27466
H -3.52142 -0.44160 -4.53971
H -2.94040 -1.31474 -5.73212
C 0.67682 -1.11420 5.29428
C 0.10686 0.26483 5.27384
C -1.45137 0.20093 5.41938
O -1.99530 -0.35670 4.23047
C -2.37932 0.58344 3.24225
N 0.70669 0.94515 6.39462
H 1.76009 -1.18298 5.39377
H 0.35637 -1.60985 4.37791
H 0.37069 -1.80693 6.07819
H 0.44551 0.90464 4.45895
H -1.78427 1.20995 5.66258
H -1.82318 -0.35041 6.28302
H -2.30847 0.12480 2.25598
H -1.65651 1.38895 3.11260
H -3.34373 1.04468 3.45503
H 1.61585 0.54237 6.57155
H 0.26334 0.70448 7.26962
C 3.21854 1.72757 2.73381
C 3.52287 2.55298 1.44578
C 2.26359 3.13712 0.80273
O 1.20372 2.22028 0.79499
C -0.12439 2.76081 0.76259
N 4.48006 3.64109 1.65724
H 2.50974 2.21811 3.40095
H 4.10425 1.54134 3.34122
H 2.75339 0.78267 2.45292
H 4.00250 1.97827 0.65346
H 2.45633 3.63032 -0.15001
H 1.89095 4.00867 1.34092
H -0.37497 3.26074 -0.17302
H -0.28110 3.49273 1.55495
H -0.85704 1.96545 0.89948
H 4.34543 4.19843 0.82577
H 4.14691 4.23378 2.40411
C 1.08978 1.05805 -4.37736
C 1.13529 0.91152 -5.89652
C 0.57764 -0.44996 -6.35025
O 1.57325 -1.46365 -5.98725
C 0.98886 -2.78868 -6.02201
N 0.34715 2.07615 -6.41066
H 1.26829 2.02880 -3.91488
H 1.73105 0.31481 -3.90358
H 0.07463 0.84802 -4.04053
H 2.14171 0.99894 -6.30589
H 0.39676 -0.47935 -7.42474
H -0.34767 -0.70023 -5.83135
H 0.21671 -2.93894 -6.77652
H 0.59697 -3.02053 -5.03167
H 1.78153 -3.51398 -6.20562
H -0.65567 1.95922 -6.38259
H 0.45084 2.78243 -5.69616
C -2.46733 3.24066 4.42464
C -1.76801 3.49551 3.09110
C -2.58591 3.17287 1.78725
O -3.03021 1.82202 1.78416
C -3.18327 1.13209 0.56152
N -1.25666 4.83805 3.10062
H -2.99188 2.29165 4.31354
H -3.21134 3.97888 4.72395
H -1.86670 3.08422 5.32067
H -0.87767 2.87434 2.99342
H -1.97196 3.25154 0.89004
H -3.43307 3.84575 1.65437
H -2.22323 0.78014 0.18398
H -3.73266 1.70256 -0.18738
H -3.74276 0.23799 0.83658
H -2.09674 5.39368 3.17565
H -1.02589 5.04614 2.13961
C 2.09960 -6.63195 1.50240
C 3.24075 -5.66359 1.74562
C 2.83258 -4.22454 2.04264
O 2.23689 -3.62341 0.89114
C 1.59613 -2.42016 1.26242
N 4.10479 -6.18125 2.86462
H 2.33336 -7.69652 1.48983
H 1.34599 -6.36403 0.76186
H 1.39793 -6.61562 2.33634
H 3.81403 -5.51534 0.83049
H 3.72897 -3.65864 2.29626
H 2.13225 -4.11797 2.87106
H 0.84570 -2.54297 2.04336
H 1.04390 -1.98910 0.42736
H 2.37227 -1.70820 1.54318
H 4.51823 -7.07519 2.64094
H 4.91192 -5.57482 2.89411
C -0.29002 0.36481 -2.49904
C -0.13028 0.76020 -0.99239
C -0.60034 -0.35951 0.00593
O -0.95583 0.16057 1.34160
C -0.02083 -0.24598 2.31063
N 1.27706 1.14849 -0.72648
H 0.21311 -0.60163 -2.53009
H 0.19933 1.10681 -3.12997
H -1.32788 0.16909 -2.76857
H -0.70116 1.67805 -0.85191
H 0.14392 -1.15227 0.08156
H -1.50658 -0.80796 -0.40117
H 0.91817 0.30217 2.23380
H 0.31504 -1.27998 2.23231
H -0.50411 -0.02101 3.26138
H 1.34793 1.49306 0.22028
H 1.44954 1.96670 -1.29295
C -3.19325 -1.08234 0.60226
C -3.61803 -2.22642 1.45809
C -2.72279 -2.44741 2.69184
O -1.43167 -2.87044 2.17713
C -0.47434 -2.72566 3.22318
N -5.00002 -2.00611 1.89280
H -3.98370 -0.70524 -0.04665
H -2.34931 -1.39095 -0.01468
H -2.82505 -0.25477 1.20860
H -3.48675 -3.16144 0.91348
H -3.09012 -3.23512 3.34963
H -2.82462 -1.52381 3.26166
H -0.73021 -3.29798 4.11485
H -0.36438 -1.68730 3.53594
H 0.55729 -2.97394 2.97381
H -5.24721 -2.52926 2.72063
H -5.70315 -2.33564 1.24695
C -2.02827 2.53046 -3.56155
C -1.43681 3.64902 -2.63112
C 0.02572 3.94955 -2.95330
O 0.70188 2.77223 -2.52291
C 2.09452 2.97930 -2.39974
N -2.22165 4.79901 -2.84487
H -1.42405 1.63727 -3.40268
H -2.12511 2.78658 -4.61660
H -3.07716 2.34392 -3.33103
H -1.45209 3.36802 -1.57807
H 0.37820 4.79731 -2.36579
H 0.23546 4.06889 -4.01625
H 2.55943 2.06031 -2.04279
H 2.31411 3.67278 -1.58797
H 2.71287 3.25778 -3.25308
H -2.26360 4.96172 -3.84080
H -3.20277 4.62153 -2.68366
C 3.87897 0.34412 -0.60221
C 2.97832 -0.41696 0.47461
O 1.89380 -1.07056 -0.16014
O 4.91226 1.03281 -0.00008
H 3.21295 1.05113 -1.09684
H 4.15321 -0.45171 -1.29472
H 2.59795 0.33918 1.16139
H 3.70798 -1.03343 0.99966
H 1.32708 -0.35804 -0.46467
H 5.56428 1.35128 -0.62861
```

Computed properties:
Energy relative to the best compared isomer or geometry (same formula, charge and spin), kcal per mole: 921.7

***

Entry 3:
Molecular formula: C38H107B2BrN5O23S
Method: DFT, wB97M-V/def2-TZVPD

The geometry in XYZ format:
```
177
C38H107B2BrN5O23S (wB97M-V/def2-TZVPD)
C 4.12525 -6.82366 1.77375
C 3.29387 -5.94882 1.19586
C 3.81582 -4.89995 0.28592
O 4.89828 -4.98639 -0.27105
O 2.98262 -3.85864 0.12683
C 3.09441 -3.15884 -1.12408
C 1.75015 -2.51901 -1.41641
C 1.87346 -1.28571 -2.35695
C 1.08463 -1.42042 -3.66147
C 0.36260 -0.13033 -4.05550
C -1.01477 -0.14625 -3.36395
N -1.50237 1.18337 -2.96451
B -1.82440 2.32413 -3.95109
O -3.12562 2.32546 -4.40705
N -0.82576 3.29656 -4.27161
C -0.13907 2.90852 -5.54573
C -1.39644 4.64838 -4.46148
C -1.70602 1.50314 -1.73884
N -1.46932 0.75730 -0.62166
C -2.10270 -0.55460 -0.38836
C -2.70896 -0.75133 0.99552
C -1.73843 -1.11368 2.12204
C -0.87713 -2.33378 1.84096
S 0.61205 -2.32719 2.83400
O 0.79517 -1.09745 3.55172
O 1.70076 -2.66198 1.96560
O 0.43685 -3.52459 3.86657
C -1.02671 1.64632 0.42699
Br 0.87546 1.25180 0.67046
C -1.28636 3.08671 -0.23567
C -1.90829 3.98793 0.82097
C -0.05087 3.76659 -0.84371
C 0.94995 4.42891 0.12985
C 0.96990 5.94745 -0.01728
N 1.37092 6.33473 -1.37486
N -2.17062 2.78929 -1.37983
C -3.61325 2.65790 -1.05568
B -4.44877 3.97563 -1.33626
O -4.04983 4.93955 -2.24091
O -5.62710 4.14989 -0.62154
H 3.69654 -7.61999 2.36490
H 5.19669 -6.77689 1.67443
H 2.23161 -6.02757 1.37362
H 3.84350 -2.37671 -1.02442
H 3.37873 -3.83764 -1.92332
H 1.32026 -2.20724 -0.46382
H 1.05770 -3.24226 -1.84701
H 1.55216 -0.42256 -1.77352
H 2.93376 -1.16715 -2.56216
H 1.78712 -1.65501 -4.46052
H 0.39645 -2.26419 -3.61610
H 0.19598 -0.16331 -5.12957
H 0.90691 0.75950 -3.75227
H -1.77378 -0.58349 -4.01018
H -0.92068 -0.78798 -2.49618
H -3.23102 1.92065 -5.27163
H -0.24890 1.84982 -5.76947
H -0.60962 3.44289 -6.36987
H 0.91012 3.17854 -5.48583
H -2.20148 4.66500 -5.19672
H -1.71386 5.08330 -3.52146
H -0.59691 5.26589 -4.86322
H -1.39231 -1.34452 -0.63551
H -2.90896 -0.66231 -1.11401
H -3.19162 0.18200 1.29093
H -3.51702 -1.47260 0.89832
H -1.15285 -0.24130 2.39334
H -2.35252 -1.34621 2.98694
H -1.43444 -3.24487 2.05009
H -0.51065 -2.41721 0.82327
H 0.75190 -3.18405 4.71926
H -1.59128 1.64174 1.34814
H -1.24454 3.97953 1.68050
H -2.86093 3.61906 1.19417
H -2.04524 5.00328 0.47277
H 0.48301 3.08671 -1.50449
H -0.45687 4.54786 -1.48264
H 1.94239 4.08921 -0.16365
H 0.82340 4.12192 1.16293
H 1.72353 6.33219 0.66365
H -0.02363 6.33759 0.23245
H 0.58266 6.29469 -2.00959
H 1.65559 7.30598 -1.36246
H -3.78553 2.34509 -0.02590
H -4.04498 1.86691 -1.67792
H -3.66390 5.67855 -1.76032
H -5.47069 4.81411 0.05910
C 5.81311 -1.35274 -4.75126
O 4.42990 -1.05579 -4.53868
H 5.96927 -2.39531 -4.48987
H 6.08626 -1.20316 -5.79771
H 6.44652 -0.72891 -4.11762
H 4.29448 -0.13392 -4.77001
C -4.18861 6.14895 3.12697
O -3.27509 6.28380 2.03362
H -4.96511 5.44936 2.82594
H -3.68076 5.75779 4.01108
H -4.65159 7.10652 3.36949
H -2.59408 6.90493 2.30578
C 8.11476 -6.97136 -0.53506
O 8.24476 -5.56383 -0.36047
H 9.10908 -7.40715 -0.49767
H 7.50607 -7.40715 0.25989
H 7.66212 -7.19543 -1.50532
H 7.35995 -5.18993 -0.39544
C 3.71813 -0.03636 5.01748
O 3.09064 1.11096 4.45841
H 4.70660 0.25625 5.36214
H 3.14128 -0.41952 5.86426
H 3.81690 -0.82035 4.26100
H 2.21869 0.83672 4.15845
C 0.23970 8.61035 -5.16243
O 0.53679 7.23958 -4.87237
H -0.33514 8.63663 -6.08496
H -0.35122 9.05267 -4.35736
H 1.15572 9.18270 -5.29028
H 1.04582 7.22841 -4.05821
C -8.36517 3.44213 -2.84608
O -8.37522 3.60516 -1.43199
H -9.14602 2.73244 -3.10613
H -8.56381 4.38958 -3.35480
H -7.40122 3.05049 -3.18594
H -7.67461 4.23021 -1.20657
C -5.32746 -2.05950 4.38852
O -4.41922 -1.04921 3.92415
H -4.75144 -2.95823 4.59343
H -5.82029 -1.73263 5.30588
H -6.08105 -2.28233 3.63158
H -4.93989 -0.26144 3.74732
C 2.76435 -6.33522 4.98310
O 1.70268 -6.47325 4.03948
H 2.99014 -7.32304 5.37319
H 3.65636 -5.92661 4.50258
H 2.46878 -5.68428 5.81072
H 1.50824 -5.59679 3.69561
C -2.27724 -6.90135 3.60848
O -1.12700 -7.59261 4.07136
H -3.15408 -7.46639 3.91386
H -2.33036 -5.89945 4.04729
H -2.27254 -6.81807 2.51679
H -0.34898 -7.08640 3.80467
C -2.96602 -0.47203 7.56127
O -2.65978 -1.51844 6.64626
H -2.29900 -0.57253 8.41292
H -2.80795 0.50835 7.10287
H -3.99878 -0.54674 7.91233
H -3.24865 -1.43076 5.89285
C -0.54371 -10.69939 2.51476
O 0.43899 -10.09410 3.33785
H -0.08505 -11.55405 2.02262
H -1.39417 -11.04893 3.10757
H -0.90091 -10.00190 1.74990
H 0.02326 -9.33903 3.76800
C -8.82162 7.31086 -1.11770
O -8.75788 6.17650 -0.26022
H -8.42394 8.16340 -0.57257
H -8.22048 7.15777 -2.01996
H -9.85328 7.52769 -1.40443
H -9.11146 5.41812 -0.74378
C 0.47404 12.21687 -4.41448
O 1.53227 11.32844 -4.05991
H -0.45753 11.77437 -4.07060
H 0.60208 13.18916 -3.93407
H 0.42342 12.35325 -5.49759
H 2.35358 11.72265 -4.36333
C 5.93694 -3.53085 3.54225
O 5.98601 -4.80510 2.91298
H 6.36700 -3.63431 4.53525
H 6.51656 -2.79302 2.98088
H 4.90321 -3.18131 3.63670
H 5.61199 -4.70140 2.03546
C 9.40283 -10.10297 -1.68572
O 8.33079 -10.22149 -0.75123
H 9.30376 -9.14961 -2.19666
H 10.36371 -10.13320 -1.16555
H 9.35713 -10.91189 -2.41923
H 8.43762 -11.06610 -0.30849
```

Computed properties:
Total charge: +1

***

| no. | F_max (eV/Å) | gap between HOMO and LUMO (Ha) | HOMO level (eV) |
| --- | --- | --- | --- |
| 1 | 3.35 | 0.337 | -8.808 |
| 2 | 19.85 | 0.257 | -6.653 |
| 3 | 2.40 | 0.308 | -10.634 |